a | The following is a DFT calculation (wB97M-V/def2-TZVPD) of a 12-piece molecular cluster, C48H132N12O12 overall.

CARTESIAN COORDINATES (ANGSTROEM)
C  -15.141  -14.962  21.408
C  -14.120  -15.145  22.532
C  -13.773  -13.765  23.216
O  -13.171  -12.756  22.321
C  -11.968  -13.182  21.764
N  -14.722  -16.059  23.466
H  -16.094  -14.599  21.793
H  -15.250  -15.947  20.955
H  -14.844  -14.293  20.600
H  -13.195  -15.609  22.191
H  -13.051  -13.892  24.023
H  -14.611  -13.298  23.734
H  -12.056  -13.923  20.970
H  -11.447  -13.592  22.629
H  -11.389  -12.339  21.388
H  -15.598  -15.671  23.784
H  -14.925  -16.911  22.962
C  -7.263  -9.429  23.075
C  -8.035  -10.510  23.910
C  -9.445  -10.781  23.322
O  -10.177  -9.594  23.439
C  -11.435  -9.592  22.734
N  -7.217  -11.758  24.016
H  -7.690  -8.444  22.886
H  -7.163  -9.845  22.073
H  -6.235  -9.298  23.415
H  -8.232  -10.224  24.943
H  -9.857  -11.647  23.839
H  -9.376  -11.139  22.295
H  -11.969  -8.676  22.987
H  -11.981  -10.510  22.949
H  -11.178  -9.524  21.676
H  -7.687  -12.390  24.648
H  -6.469  -11.654  24.687
C  -16.603  -12.678  17.692
C  -17.658  -13.513  18.425
C  -19.009  -12.708  18.517
O  -19.996  -13.503  19.176
C  -20.998  -12.761  19.830
N  -17.942  -14.675  17.656
H  -16.856  -12.298  16.702
H  -15.671  -13.239  17.634
H  -16.455  -11.766  18.272
H  -17.273  -13.727  19.422
H  -19.389  -12.576  17.504
H  -18.849  -11.759  19.029
H  -21.513  -12.007  19.234
H  -20.507  -12.236  20.650
H  -21.763  -13.394  20.280
H  -18.788  -15.114  17.991
H  -18.111  -14.546  16.668
C  -17.014  -9.855  14.409
C  -17.905  -8.994  15.339
C  -17.156  -8.235  16.536
O  -18.134  -7.873  17.594
C  -17.438  -7.499  18.795
N  -18.772  -8.145  14.586
H  -16.244  -10.439  14.913
H  -16.604  -9.182  13.656
H  -17.759  -10.526  13.982
H  -18.629  -9.642  15.832
H  -16.685  -7.298  16.240
H  -16.403  -8.892  16.971
H  -16.547  -6.912  18.572
H  -17.065  -8.398  19.286
H  -18.130  -7.145  19.558
H  -18.217  -7.829  13.804
H  -18.798  -7.321  15.170
C  -26.286  -15.302  20.140
C  -25.843  -14.652  21.466
C  -24.457  -13.938  21.336
O  -23.775  -13.529  22.565
C  -23.006  -14.580  23.189
N  -26.821  -13.598  21.889
H  -25.647  -16.075  19.712
H  -26.306  -14.579  19.325
H  -27.238  -15.820  20.257
H  -25.812  -15.416  22.244
H  -24.620  -13.032  20.752
H  -23.815  -14.507  20.663
H  -22.502  -14.160  24.060
H  -22.250  -15.007  22.530
H  -23.647  -15.397  23.519
H  -26.264  -13.221  22.643
H  -26.763  -12.814  21.255
C  -15.333  -9.514  22.413
C  -16.365  -10.711  22.522
C  -17.813  -10.272  22.760
O  -18.635  -11.388  22.970
C  -20.016  -11.150  23.324
N  -16.305  -11.353  21.190
H  -14.387  -9.897  22.029
H  -15.043  -8.882  23.252
H  -15.616  -8.860  21.588
H  -16.110  -11.505  23.223
H  -18.255  -9.658  21.976
H  -17.877  -9.653  23.654
H  -20.595  -12.072  23.380
H  -20.364  -10.678  22.405
H  -20.189  -10.420  24.115
H  -15.350  -11.662  21.082
H  -16.895  -12.166  21.302
C  -23.214  -11.312  26.122
C  -24.722  -11.017  25.891
C  -25.583  -11.752  26.871
O  -25.465  -13.147  26.895
C  -26.109  -13.811  25.785
N  -24.865  -9.633  26.067
H  -22.851  -10.819  27.024
H  -22.644  -10.923  25.278
H  -23.060  -12.383  26.251
H  -25.039  -11.212  24.866
H  -26.640  -11.497  26.792
H  -25.369  -11.397  27.879
H  -27.199  -13.828  25.771
H  -25.801  -14.856  25.751
H  -25.792  -13.425  24.816
H  -25.788  -9.320  25.803
H  -24.694  -9.448  27.045
C  -9.366  -10.319  18.906
C  -9.414  -11.591  17.985
C  -10.710  -12.485  18.251
O  -11.888  -11.636  18.149
C  -13.087  -12.295  18.381
N  -9.333  -11.079  16.620
H  -8.587  -9.635  18.570
H  -9.205  -10.457  19.975
H  -10.325  -9.821  18.761
H  -8.505  -12.133  18.246
H  -10.656  -12.898  19.259
H  -10.737  -13.282  17.508
H  -13.220  -12.645  19.404
H  -13.291  -13.166  17.758
H  -13.818  -11.527  18.128
H  -10.200  -10.580  16.485
H  -9.375  -11.815  15.930
C  -15.882  -11.588  26.302
C  -16.781  -12.285  27.286
C  -18.274  -11.958  27.150
O  -18.512  -10.665  27.801
C  -19.856  -10.266  27.666
N  -16.581  -13.681  27.087
H  -16.199  -10.550  26.198
H  -15.931  -11.970  25.283
H  -14.851  -11.735  26.625
H  -16.483  -12.105  28.319
H  -18.794  -12.771  27.657
H  -18.445  -11.983  26.074
H  -20.531  -10.959  28.169
H  -20.257  -9.980  26.693
H  -19.858  -9.332  28.227
H  -17.014  -14.184  27.848
H  -15.609  -13.879  27.276
C  -19.724  -14.765  24.931
C  -18.617  -15.272  24.054
C  -19.091  -15.277  22.537
O  -20.103  -16.257  22.314
C  -20.385  -16.476  20.889
N  -17.506  -14.441  24.173
H  -19.453  -14.681  25.983
H  -20.630  -15.365  24.844
H  -20.006  -13.753  24.642
H  -18.443  -16.306  24.353
H  -18.215  -15.501  21.929
H  -19.373  -14.282  22.192
H  -19.559  -16.872  20.300
H  -20.797  -15.571  20.442
H  -21.192  -17.204  20.813
H  -17.403  -14.265  25.162
H  -17.728  -13.522  23.820
C  -14.559  -4.197  16.672
C  -14.300  -3.193  17.816
C  -14.061  -3.913  19.111
O  -15.249  -4.682  19.482
C  -15.193  -5.292  20.777
N  -13.227  -2.311  17.396
H  -15.387  -4.876  16.873
H  -13.689  -4.837  16.527
H  -14.750  -3.731  15.706
H  -15.146  -2.522  17.964
H  -13.792  -3.213  19.902
H  -13.229  -4.606  18.984
H  -15.257  -4.577  21.597
H  -14.269  -5.858  20.900
H  -15.972  -6.037  20.939
H  -13.411  -2.024  16.445
H  -12.365  -2.825  17.289
C  -22.176  -7.295  22.263
C  -22.430  -8.127  23.522
C  -21.453  -7.661  24.657
O  -20.110  -7.587  24.181
C  -19.160  -7.187  25.190
N  -23.818  -8.027  23.821
H  -22.726  -7.746  21.438
H  -21.106  -7.267  22.056
H  -22.649  -6.314  22.314
H  -22.351  -9.192  23.307
H  -21.592  -8.226  25.578
H  -21.641  -6.625  24.937
H  -18.149  -7.226  24.785
H  -19.187  -7.846  26.057
H  -19.493  -6.270  25.677
H  -24.136  -7.096  24.052
H  -24.016  -8.552  24.661

Output
- HOMO energy: -8.87 eV
- SMILES: COC[C@H](C)N.COC[C@H](C)N.COC[C@H](C)N.COC[C@H](C)N.COC[C@H](C)N.COC[C@H](C)N.COC[C@H](C)N.COC[C@H](C)N.COC[C@H](C)N.COC[C@H](C)N.COC[C@H](C)N.COC[C@H](C)N
- Total charge: 0
- HOMO-LUMO gap: 9.38 eV
- LUMO level: 0.51 eV

Löwdin population analysis, charges in e, atoms 1 to 5:
1. C -0.07
2. C -0.42
3. C -0.12
4. O -0.22
5. C -0.15


b | The following is a DFT calculation (wB97M-V/def2-TZVPD) of a 12-piece molecular cluster, C48H132N12O12 overall.

CARTESIAN COORDINATES (ANGSTROEM)
C  2.196  -1.977  6.060
C  2.133  -2.487  4.611
C  2.280  -4.022  4.564
O  3.627  -4.397  4.647
C  4.282  -4.498  3.385
N  0.797  -2.079  4.114
H  3.165  -2.278  6.542
H  1.518  -2.472  6.768
H  2.082  -0.881  5.996
H  2.956  -2.092  4.031
H  1.877  -4.501  3.651
H  1.796  -4.460  5.461
H  3.681  -5.120  2.644
H  5.308  -4.935  3.619
H  4.350  -3.534  2.904
H  0.633  -2.067  3.066
H  0.613  -1.162  4.514
C  6.147  1.521  -3.341
C  5.625  2.320  -2.112
C  5.828  3.855  -2.307
O  5.342  4.497  -1.133
C  5.241  5.876  -1.312
N  4.238  2.012  -1.944
H  7.234  1.670  -3.521
H  5.572  1.858  -4.160
H  5.942  0.451  -3.126
H  6.249  2.093  -1.227
H  5.246  4.132  -3.173
H  6.844  4.100  -2.464
H  6.145  6.355  -1.723
H  5.150  6.371  -0.307
H  4.422  6.181  -2.000
H  3.742  2.498  -1.207
H  4.153  1.028  -1.904
C  -0.875  0.538  -1.669
C  -0.246  -0.238  -0.524
C  1.272  -0.138  -0.415
O  1.673  -1.197  0.458
C  2.609  -0.814  1.405
N  -0.907  0.181  0.738
H  -0.715  1.638  -1.516
H  -1.963  0.422  -1.683
H  -0.509  0.186  -2.633
H  -0.412  -1.345  -0.604
H  1.589  0.830  0.058
H  1.786  -0.251  -1.364
H  2.873  -1.749  1.914
H  2.239  -0.173  2.220
H  3.490  -0.317  1.005
H  -0.329  -0.172  1.498
H  -0.949  1.192  0.804
C  -0.886  -2.002  -4.643
C  0.439  -1.779  -5.319
C  1.157  -0.561  -4.741
O  2.315  -0.343  -5.546
C  3.234  0.436  -4.789
N  1.221  -3.005  -5.387
H  -1.513  -1.096  -4.641
H  -0.684  -2.222  -3.575
H  -1.442  -2.778  -5.099
H  0.241  -1.469  -6.341
H  1.447  -0.725  -3.681
H  0.379  0.237  -4.743
H  4.031  0.690  -5.484
H  3.736  -0.197  -3.971
H  2.831  1.300  -4.308
H  2.038  -2.749  -5.951
H  1.555  -3.342  -4.475
C  2.544  -3.606  -1.623
C  3.589  -2.675  -2.212
C  4.664  -2.465  -1.117
O  5.349  -1.248  -1.378
C  6.204  -1.000  -0.321
N  4.051  -3.190  -3.507
H  3.057  -4.548  -1.278
H  1.747  -3.812  -2.366
H  2.093  -3.100  -0.759
H  3.107  -1.730  -2.326
H  5.415  -3.308  -1.033
H  4.135  -2.396  -0.139
H  7.139  -1.559  -0.428
H  5.758  -1.301  0.656
H  6.411  0.052  -0.346
H  4.918  -2.787  -3.791
H  4.260  -4.200  -3.402
C  -1.094  -4.214  0.049
C  -1.788  -4.200  1.433
C  -1.202  -5.307  2.344
O  -1.847  -5.247  3.613
C  -1.096  -5.795  4.599
N  -1.463  -2.930  2.084
H  -1.135  -5.221  -0.398
H  -0.088  -3.850  0.145
H  -1.779  -3.654  -0.587
H  -2.880  -4.345  1.245
H  -0.117  -5.062  2.373
H  -1.342  -6.276  1.856
H  -1.629  -5.697  5.579
H  -0.151  -5.225  4.606
H  -0.958  -6.842  4.349
H  -1.908  -2.096  1.693
H  -1.637  -3.029  3.098
C  6.434  0.064  5.429
C  5.447  0.529  4.415
C  5.654  2.016  4.229
O  4.696  2.487  3.185
C  5.182  3.695  2.574
N  5.659  -0.223  3.225
H  7.485  0.297  5.146
H  6.296  -1.000  5.438
H  6.158  0.483  6.407
H  4.374  0.374  4.750
H  6.705  2.186  3.845
H  5.458  2.682  5.105
H  6.202  3.486  2.251
H  5.202  4.537  3.254
H  4.502  3.922  1.718
H  6.658  -0.487  3.122
H  5.474  0.418  2.463
C  -6.339  -0.987  1.717
C  -5.166  -0.104  1.416
C  -4.564  0.490  2.699
O  -3.574  1.429  2.228
C  -2.659  1.729  3.277
N  -4.156  -0.876  0.706
H  -5.953  -1.952  2.068
H  -6.935  -1.125  0.821
H  -7.010  -0.526  2.488
H  -5.546  0.723  0.787
H  -4.064  -0.383  3.143
H  -5.279  0.902  3.479
H  -1.769  1.033  3.210
H  -2.982  1.603  4.319
H  -2.330  2.757  3.149
H  -3.260  -0.401  0.535
H  -4.541  -1.304  -0.126
C  0.901  2.594  2.719
C  0.958  3.056  4.225
C  1.118  1.828  5.224
O  0.085  0.871  5.218
C  -0.727  1.027  6.344
N  2.056  3.993  4.391
H  0.584  3.475  2.153
H  0.147  1.820  2.662
H  1.930  2.270  2.400
H  0.004  3.517  4.316
H  1.264  2.303  6.190
H  2.057  1.323  5.012
H  -1.441  0.205  6.326
H  -1.287  1.967  6.336
H  -0.089  0.914  7.230
H  2.079  4.355  5.365
H  2.935  3.531  4.222
C  -6.795  -1.438  -3.901
C  -7.651  -0.485  -3.067
C  -7.176  0.941  -3.308
O  -5.759  0.989  -3.082
C  -5.205  1.651  -1.982
N  -9.073  -0.635  -3.352
H  -7.077  -2.462  -3.669
H  -5.747  -1.270  -3.694
H  -6.925  -1.282  -4.984
H  -7.552  -0.663  -1.980
H  -7.686  1.513  -2.540
H  -7.505  1.206  -4.355
H  -5.552  2.651  -1.920
H  -4.118  1.671  -2.156
H  -5.455  1.073  -1.101
H  -9.644  -0.006  -2.825
H  -9.549  -1.517  -3.266
C  -3.376  -2.241  -7.513
C  -3.692  -0.845  -8.110
C  -3.917  0.215  -6.977
O  -2.653  0.487  -6.297
C  -2.764  1.438  -5.204
N  -2.637  -0.493  -9.089
H  -3.187  -2.997  -8.273
H  -4.056  -2.628  -6.728
H  -2.369  -2.143  -7.065
H  -4.638  -0.899  -8.648
H  -4.719  -0.086  -6.253
H  -4.260  1.136  -7.473
H  -2.791  2.483  -5.515
H  -1.871  1.310  -4.534
H  -3.653  1.200  -4.626
H  -1.775  -0.242  -8.598
H  -2.897  0.359  -9.585
C  -5.008  4.696  2.936
C  -5.586  4.865  1.535
C  -4.704  4.271  0.426
O  -3.358  4.677  0.549
C  -2.542  3.983  -0.369
N  -6.858  4.110  1.403
H  -4.782  3.651  3.187
H  -5.834  4.988  3.577
H  -4.183  5.386  3.121
H  -5.779  5.942  1.363
H  -5.134  4.540  -0.580
H  -4.748  3.195  0.468
H  -1.519  4.349  -0.279
H  -2.842  4.120  -1.406
H  -2.548  2.959  -0.081
H  -7.594  4.573  1.855
H  -6.749  3.198  1.836

Output
- HOMO energy: -8.49 eV
- SMILES: COC[C@H](C)N.COC[C@H](C)N.COC[C@H](C)N.COC[C@H](C)N.COC[C@H](C)N.COC[C@H](C)N.COC[C@H](C)N.COC[C@H](C)N.COC[C@H](C)N.COC[C@H](C)N.COC[C@H](C)N.COC[C@H](C)N
- Total charge: 0
- HOMO-LUMO gap: 8.99 eV
- LUMO level: 0.50 eV

Löwdin population analysis, charges in e, atoms 1 to 5:
1. C -0.05
2. C -0.41
3. C -0.22
4. O -0.20
5. C -0.10


According to the calculations, the structures order from most to least stable as b, a.


a | The following is a DFT calculation (wB97M-V/def2-TZVPD) of a 2-piece molecular cluster, C3HF2O2S overall.

CARTESIAN COORDINATES (ANGSTROEM)
C  2.121  0.011  -0.166
C  1.027  -0.526  -0.031
C  -0.366  -0.539  -0.172
O  -1.190  1.614  1.415
O  -1.361  1.776  -1.006
F  -0.648  -2.169  1.092
F  -0.995  -1.180  -1.189
S  -1.712  0.963  0.172
H  3.125  0.050  -0.115

Output
- HOMO energy: -4.80 eV
- Total charge: -1
- HOMO-LUMO gap: 7.66 eV
- LUMO level: 2.86 eV

natural (NBO) population analysis, charges in e, atoms 1 to 5:
1. C -0.14
2. C -0.11
3. C 0.45
4. O -0.99
5. O -1.00


b | The following is a DFT calculation (wB97M-V/def2-TZVPD) of an isolated ion of composition C3HF2O2S and charge -1.

CARTESIAN COORDINATES (ANGSTROEM)
C  -0.026  -0.218  -0.831
C  0.238  0.872  -0.224
C  0.453  1.745  0.717
O  -1.792  -2.053  -0.191
O  0.547  -2.806  -0.348
F  -0.502  2.466  1.373
F  1.669  2.205  1.126
S  -0.399  -1.845  0.261
H  -0.188  -0.366  -1.882

Output
- HOMO energy: -3.71 eV
- Total charge: -1
- HOMO-LUMO gap: 7.55 eV
- LUMO level: 3.84 eV

natural (NBO) population analysis, charges in e, atoms 1 to 5:
1. C -0.36
2. C -0.22
3. C 0.63
4. O -1.03
5. O -1.03


According to the calculations, the structures order from most to least stable as b, a.